Computed, not measured: a cluster of 12 separate species, C25H53BCl22OS in total, with wB97M-V/def2-TZVPD.

Summary:
**HOMO energy**: -8.9 eV
**Calculated total energy**: -315840.1130 eV
**Frontier orbital gap**: 9.32 eV
**Net charge**: 0
**SMILES**: COCB(C)S.ClCCCl.ClCCCl.ClCCCl.ClCCCl.ClCCCl.ClCCCl.ClCCCl.ClCCCl.ClCCCl.ClCCCl.ClCCCl

Each line ends with the Löwdin charge.
Atoms and positions in Å:
C1 -4.210 3.834 1.175  -0.13
O1 -3.105 2.944 1.189  -0.22
C2 -2.841 2.332 -0.077  -0.23
B1 -3.201 0.811 -0.167  -0.67
C3 -3.919 0.014 0.964  -0.07
S1 -2.629 -0.027 -1.720  0.71
H1 -4.065 4.546 2.010  0.09
H2 -5.176 3.316 1.355  0.09
H3 -4.234 4.422 0.242  0.00
H4 -3.293 2.889 -0.917  0.09
H5 -1.742 2.395 -0.247  0.13
H6 -4.090 0.638 1.856  0.06
H7 -4.898 -0.360 0.618  0.07
H8 -3.325 -0.871 1.257  0.07
H9 -3.717 -0.672 -2.155  -0.16
Cl1 -1.920 3.956 -3.619  0.55
C4 -1.415 5.605 -3.166  -0.65
C5 -1.719 5.942 -1.730  -0.68
Cl2 -3.475 6.082 -1.413  0.60
H10 -1.907 6.298 -3.845  0.07
H11 -0.338 5.660 -3.320  0.06
H12 -1.280 6.905 -1.483  0.01
H13 -1.322 5.191 -1.051  0.04
Cl3 2.907 3.654 -2.825  0.53
C6 3.435 5.274 -2.307  -0.66
C7 3.111 5.560 -0.861  -0.63
Cl4 1.358 5.694 -0.565  0.58
H14 2.963 6.000 -2.966  0.07
H15 4.513 5.322 -2.451  0.07
H16 3.556 6.512 -0.574  0.08
H17 3.495 4.783 -0.204  0.07
Cl5 3.369 1.094 -0.318  0.52
C8 3.009 -0.624 -0.629  -0.65
C9 2.670 -0.870 -2.076  -0.65
Cl6 1.123 -0.125 -2.547  0.55
H18 2.195 -0.918 0.029  0.07
H19 3.898 -1.195 -0.364  0.08
H20 2.576 -1.942 -2.251  0.05
H21 3.441 -0.472 -2.732  0.07
Cl7 -0.194 8.485 0.522  0.55
C10 -1.259 8.797 1.921  -0.65
C11 -2.706 8.889 1.512  -0.66
Cl8 -3.041 10.353 0.546  0.55
H22 -0.910 9.708 2.407  0.00
H23 -1.133 7.962 2.609  0.08
H24 -3.333 8.941 2.401  0.07
H25 -3.011 8.026 0.922  0.04
Cl9 0.583 -4.338 0.939  0.54
C12 -0.002 -5.136 -0.549  -0.66
C13 -1.460 -4.866 -0.804  -0.65
Cl10 -2.520 -5.664 0.398  0.54
H26 0.197 -6.199 -0.452  0.01
H27 0.596 -4.749 -1.371  0.01
H28 -1.737 -5.261 -1.779  0.01
H29 -1.679 -3.800 -0.782  0.07
Cl11 2.564 -9.163 3.218  0.53
C14 3.204 -7.603 3.804  -0.69
C15 2.717 -6.437 2.983  -0.68
Cl12 3.397 -6.422 1.337  0.52
H30 4.287 -7.663 3.808  0.01
H31 2.860 -7.487 4.831  0.07
H32 3.027 -5.509 3.461  0.06
H33 1.633 -6.436 2.890  0.04
Cl13 -1.419 -11.106 2.593  0.53
C16 -2.256 -9.788 1.731  -0.66
C17 -1.557 -9.413 0.450  -0.66
Cl14 0.016 -8.639 0.755  0.56
H34 -2.320 -8.938 2.405  0.07
H35 -3.262 -10.140 1.509  0.07
H36 -2.167 -8.694 -0.098  0.05
H37 -1.386 -10.283 -0.179  0.07
Cl15 -3.204 10.824 6.381  0.54
C18 -3.188 12.272 5.341  -0.66
C19 -2.589 11.986 3.989  -0.65
Cl16 -0.839 11.654 4.089  0.57
H38 -2.639 13.052 5.862  0.07
H39 -4.223 12.590 5.219  0.07
H40 -2.711 12.850 3.338  0.08
H41 -3.067 11.131 3.519  0.04
Cl17 9.230 -6.235 5.011  0.54
C20 8.076 -6.612 6.315  -0.67
C21 6.758 -7.110 5.780  -0.65
Cl18 5.855 -5.833 4.923  0.58
H42 7.944 -5.714 6.913  0.07
H43 8.531 -7.384 6.933  0.07
H44 6.132 -7.445 6.606  0.08
H45 6.898 -7.938 5.089  0.07
Cl19 2.041 -4.876 -3.690  0.57
C22 1.455 -5.696 -5.162  -0.64
C23 -0.001 -5.412 -5.426  -0.67
Cl20 -1.063 -6.177 -4.214  0.58
H46 1.643 -6.761 -5.045  0.07
H47 2.053 -5.323 -5.992  0.07
H48 -0.282 -5.822 -6.395  0.08
H49 -0.189 -4.343 -5.433  -0.02
Cl21 -0.449 -2.412 -6.937  0.59
C24 -0.981 -0.708 -6.944  -0.64
C25 -1.461 -0.244 -5.597  -0.65
Cl22 -3.005 -0.998 -5.128  0.54
H50 -1.756 -0.606 -7.700  0.07
H51 -0.119 -0.116 -7.246  0.08
H52 -1.638 0.830 -5.635  0.07
H53 -0.734 -0.448 -4.814  0.03

Computed, not measured: a structure of composition C28H36N10O3SZn at a distorted geometry, with wB97M-V/def2-TZVPD.

Summary:
**HOMO energy**: -12.9 eV
**Calculated total energy**: -109907.0644 eV
**Frontier orbital gap**: 8.00 eV
**Net charge**: +2

Each line ends with the Löwdin charge.
Atoms and positions in Å:
Zn1 -19.921 -6.082 -2.971  0.70
N1 -23.841 -4.606 -2.849  0.07
C1 -22.741 -4.894 -2.164  -0.09
N2 -21.850 -5.431 -2.993  0.07
C2 -22.467 -5.339 -4.226  -0.29
N3 -23.668 -4.860 -4.154  0.16
C3 -21.833 -5.923 -5.418  -0.21
C4 -22.363 -5.893 -6.691  -0.04
N4 -21.729 -6.446 -7.730  0.13
C5 -20.547 -7.008 -7.496  -0.09
C6 -19.988 -7.026 -6.221  -0.07
N5 -20.656 -6.486 -5.188  0.10
H1 -24.682 -4.166 -2.526  0.17
H2 -22.539 -4.740 -1.101  0.15
H3 -23.356 -5.491 -6.783  0.12
H4 -19.983 -7.420 -8.308  0.11
H5 -18.976 -7.435 -6.031  0.11
C7 -11.827 -6.873 -1.609  -0.04
C8 -13.172 -6.425 -2.067  -0.25
C9 -13.231 -5.728 -3.282  -0.01
C10 -14.465 -5.467 -3.877  -0.05
C11 -15.613 -5.792 -3.197  -0.28
C12 -15.584 -6.444 -1.954  -0.05
C13 -14.357 -6.749 -1.387  -0.01
S1 -17.124 -5.572 -4.079  0.62
O1 -17.789 -4.312 -3.739  -0.36
O2 -16.832 -5.607 -5.501  -0.33
N6 -18.132 -6.664 -3.592  -0.21
C14 -17.961 -8.046 -3.731  -0.28
C15 -16.954 -8.636 -4.445  -0.02
C16 -16.895 -10.054 -4.542  -0.04
C17 -17.797 -10.862 -3.888  -0.01
C18 -18.849 -10.269 -3.136  -0.15
C19 -19.878 -11.022 -2.533  0.02
C20 -20.859 -10.364 -1.851  -0.02
C21 -20.881 -8.940 -1.886  -0.10
N7 -19.981 -8.216 -2.485  0.07
C22 -18.917 -8.881 -3.062  -0.15
H6 -11.035 -6.217 -2.002  0.09
H7 -11.650 -7.864 -2.019  0.10
H8 -11.827 -6.912 -0.495  0.10
H9 -12.294 -5.486 -3.812  0.13
H10 -14.500 -5.112 -4.883  0.11
H11 -16.483 -6.767 -1.486  0.08
H12 -14.258 -7.292 -0.459  0.12
H13 -16.172 -8.078 -4.973  0.12
H14 -16.090 -10.482 -5.161  0.12
H15 -17.773 -11.933 -4.046  0.12
H16 -19.840 -12.118 -2.646  0.14
H17 -21.645 -10.932 -1.353  0.12
H18 -21.672 -8.382 -1.428  0.11
C23 -18.314 -6.387 0.622  -0.03
N8 -17.917 -5.104 0.149  -0.13
C24 -16.772 -4.529 0.868  -0.01
C25 -18.637 -4.394 -0.730  -0.43
C26 -18.456 -2.896 -0.815  0.04
O3 -19.589 -4.930 -1.350  -0.08
H19 -18.371 -6.378 1.747  0.13
H20 -17.644 -7.204 0.326  0.10
H21 -19.297 -6.612 0.277  0.07
H22 -15.944 -5.250 0.867  0.10
H23 -17.027 -4.319 1.896  0.10
H24 -16.424 -3.599 0.452  0.08
H25 -18.551 -2.443 0.168  0.11
H26 -19.095 -2.498 -1.529  0.07
H27 -17.444 -2.664 -1.120  0.09
N9 -17.271 -2.958 -6.359  0.16
C27 -18.408 -2.707 -7.230  -0.16
C28 -19.665 -3.399 -6.751  -0.24
N10 -20.066 -3.166 -5.375  0.05
H28 -16.433 -2.372 -6.584  0.20
H29 -16.963 -3.945 -6.409  0.11
H30 -17.487 -2.880 -5.333  0.14
H31 -18.156 -3.016 -8.242  0.14
H32 -18.568 -1.626 -7.235  0.14
H33 -19.474 -4.460 -6.859  0.09
H34 -20.490 -3.086 -7.416  0.14
H35 -20.297 -2.209 -5.222  0.08
H36 -19.475 -3.558 -4.668  0.02

Computed, not measured: a cluster of 2 separate species, C6H7O3PS in total at a distorted geometry, with wB97M-V/def2-TZVPD.

Summary:
**HOMO energy**: 1.1 eV
**Calculated total energy**: -32599.2075 eV
**Frontier orbital gap**: 4.83 eV
**ΔE to the lowest compared entry with this formula, charge and spin**: 2.854 eV
**Net charge**: -2

Each line ends with the Löwdin charge.
Atoms and positions in Å:
C1 1.861 -0.178 -0.381  0.01
C2 -0.937 -0.555 -0.953  -0.46
C3 2.300 0.502 0.507  -0.22
C4 -1.402 -1.087 0.164  -0.84
C5 2.434 1.336 1.640  -0.16
C6 -2.913 -0.942 0.482  -0.18
O1 0.345 1.679 -1.736  -0.36
O2 0.764 -0.424 -3.156  -0.35
O3 -1.717 -0.002 -2.003  -0.24
P1 0.103 0.259 -2.067  0.29
S1 -0.501 -1.928 1.427  0.14
H1 1.826 -0.812 -1.200  0.01
H2 2.502 0.690 2.531  0.07
H3 3.436 1.889 1.492  0.07
H4 1.765 2.283 1.635  0.11
H5 -3.422 -0.463 -0.386  0.05
H6 -3.325 -1.936 0.719  0.04
H7 -3.120 -0.312 1.286  0.01